Entry 1:
A 5-piece molecular cluster, C47H76BF5I2N8O8S2Si overall at a distorted geometry, computed with wB97M-V/def2-TZVPD.

Structure (ORCA input):
```
! wB97M-V def2-TZVPD RIJCOSX def2/J DEFGRID3
* xyz 0 1
I 3.6537 0.8592 6.0123
I 5.6605 -1.9755 3.9585
S 4.2196 2.2831 0.2664
S 1.5967 -0.7330 -1.5332
Si -1.2606 1.5724 1.2141
F 6.1281 -4.3363 2.1413
F -0.0887 -5.7707 -0.7387
F -0.0621 -5.7035 1.5230
F 0.3045 -3.8236 0.2643
F 6.6507 -4.2722 0.0102
O 3.5758 -2.9699 -2.5308
O -2.2886 -9.1064 3.7622
O -6.2643 2.2804 0.9899
O 6.9876 2.7859 -7.2571
O 0.7247 -2.8636 -3.2096
O -9.6521 7.2216 -0.0406
O 5.9283 -3.4205 -2.4584
O 0.2143 2.1955 0.6024
N -10.8405 9.6953 -0.8689
N -0.0377 -1.7061 -5.0342
N -8.5743 2.7492 2.6191
N 4.9963 0.9170 2.8437
N 0.4165 -0.8149 -4.0892
N 0.2451 4.4637 3.2681
N -0.1137 -9.2755 1.9037
N 5.3442 2.3099 -4.9593
C 3.8130 1.7325 2.9699
C 5.6343 -3.8947 0.9268
C 4.9600 0.0087 1.7196
C 3.2746 2.5177 1.8228
C 1.3904 3.5582 3.1687
C -8.5361 3.2642 1.2449
C 3.7918 -7.1949 -0.2925
C 1.5902 4.2200 0.6682
C 4.4200 -4.8528 0.5885
C 0.4802 -5.1786 0.3815
C -11.0609 7.3890 0.0405
C 2.7059 0.5445 -2.2628
C 3.0598 1.8981 4.2294
C 0.1046 -8.6786 3.2271
C 4.2694 0.2224 -2.1336
C -1.2825 1.3545 3.1125
C 5.2630 -1.4287 1.9105
C 8.2697 3.3296 -6.9927
C -1.4328 -0.2100 0.5028
C -2.8160 2.5202 0.6643
C 0.8497 -9.6789 4.1051
C -11.3339 9.4743 1.5057
C 0.8637 -1.5010 -3.0161
C 6.4086 1.3589 -5.3037
C 0.1676 -2.9054 -4.4678
C 3.0243 -4.4677 0.7325
C 4.9236 -1.8411 -0.5410
C 2.3912 -6.7962 -0.1827
C 1.8797 2.7783 4.3234
C 7.5824 1.5651 -4.3514
C -8.9813 7.2510 1.2067
C -7.0903 3.4068 0.7333
C 7.0331 -2.5475 -2.7424
C -11.5222 8.8563 0.1239
C 4.7984 -6.1921 0.1044
C 6.7995 1.4587 -6.7902
C -6.3860 1.2340 0.0410
C 8.3644 -3.4290 -2.5799
C 2.1150 3.3851 1.9039
C 4.6201 -0.4222 -0.7550
C -1.2137 -8.1808 3.8484
C -9.4089 2.3798 0.3606
C 0.1450 3.6084 0.2930
C 2.0243 -5.4655 0.3282
C 5.2852 -2.4024 0.7934
C 4.6281 0.5155 0.3928
C -2.3035 -10.0907 4.7810
B 4.8289 -2.7584 -1.8869
H -9.2902 2.6413 -0.6940
H -1.9458 -9.6980 5.7371
H 4.1277 -8.1882 -0.6833
H 7.6751 0.8385 -7.0187
H -1.0994 -0.2328 -0.5656
H 7.1504 -1.6898 -2.0303
H -1.5398 -7.3025 3.2830
H 1.6267 -7.5429 -0.5173
H 0.7563 -7.8078 3.1046
H -10.2915 9.7135 1.7193
H -10.4624 2.5124 0.6173
H 2.5042 1.4948 -1.6899
H 2.7352 -3.4627 1.1270
H 8.4704 4.0947 -7.7443
H 0.9013 -9.3301 5.1397
H -8.0110 1.9005 2.6401
H 5.9718 1.0561 -7.3823
H 6.0286 0.3453 -5.1342
H -0.0551 4.3821 4.2492
H -3.3346 -10.4244 4.9094
H -1.7113 -10.9581 4.4817
H -0.6055 4.1608 0.9148
H 5.6446 3.2301 -5.2772
H -11.6998 8.8044 2.2881
H -0.0315 -3.9271 -4.8539
H -8.7074 8.2756 1.4664
H -11.4582 6.9648 -0.8868
H 5.8179 1.5260 2.8453
H 7.8833 2.6106 -4.2775
H -2.5302 -0.4492 0.5693
H 4.7610 1.2419 -2.1267
H -8.0565 6.6799 1.1033
H 7.0310 -2.1614 -3.7950
H -0.8483 -9.9744 2.0043
H -6.6243 4.2382 1.2725
H 8.0514 -4.4775 -2.3059
H -9.5777 6.8010 2.0060
H 8.9717 -3.4426 -3.5179
H -11.8957 10.4081 1.5809
H 8.4500 0.9795 -4.6658
H 8.2831 3.8165 -6.0153
H -2.0679 0.6157 3.4444
H -1.4176 2.3189 3.6722
H -3.6971 1.8769 0.9500
H 2.2929 4.1487 -0.2062
H -7.1821 0.5461 0.3328
H -0.0543 3.7354 -0.8064
H -9.1851 1.3188 0.4779
H -0.5317 -8.5741 1.2956
H 8.9436 -3.0601 -1.6865
H 0.6819 5.3993 3.2327
H 1.8743 -9.8047 3.7475
H -9.8395 9.5391 -0.7610
H -11.0414 9.3309 -1.7975
H -7.0641 3.6733 -0.3305
H 4.5302 2.1107 -5.5373
H -2.9104 3.4650 1.2618
H 4.6955 -0.2978 -3.0278
H -8.9823 4.2639 1.2426
H 5.8618 -6.5220 0.0124
H 2.3823 0.7345 -3.3155
H 1.3226 2.9267 5.2854
H 0.3882 -10.6672 4.0994
H -11.4766 6.7890 0.8596
H 3.4749 -2.3240 -3.2552
H -0.2743 0.9532 3.4291
H -5.4503 0.6717 0.0396
H -1.0701 -7.8477 4.8839
H -6.5624 1.6135 -0.9693
H 1.4139 5.2789 0.9920
H -2.8205 2.7301 -0.4418
H 9.0571 2.5728 -7.0512
H 7.3124 1.2402 -3.3429
H -0.8669 -0.9424 1.1492
H -8.0639 3.3905 3.2224
H -12.5948 8.8730 -0.0946
*
```

HOMO-LUMO gap: 8.5 eV
DFT total energy: -5081.79096 hartree
E_HOMO: -0.31144 Ha

Here are the Löwdin charges for atoms 1 to 2, given in e: atom 1 (I): 0.7777, atom 2 (I): 0.8866



Entry 2:
C47H77BCsN4P2 as an isolated structure, computed with wB97M-V/def2-TZVPD.

Structure (ORCA input):
```
! wB97M-V def2-TZVPD RIJCOSX def2/J DEFGRID3
* xyz -1 1
Cs 1.1286 -1.1250 0.3096
P -3.6188 -1.6252 -1.1858
P 1.3064 3.1093 -1.6630
N -0.5070 1.7779 -3.3369
N 0.1158 4.1587 6.2821
N -1.8508 -0.0386 -3.0480
N 1.1653 1.6127 2.3649
C 0.0955 4.4169 -0.9948
C 2.7470 4.8767 -3.5579
C -1.2411 1.5955 -4.4996
C 5.7884 -2.7517 2.6548
C -1.3615 -3.3101 3.0858
C 2.4234 1.9249 2.0755
C -0.0913 -2.7266 3.7164
C 0.3829 4.5300 0.5100
C -2.0541 0.4502 -4.3396
C 2.9764 -3.4374 1.5743
C -6.4147 -1.8776 -1.0926
C -2.7668 -0.0281 -5.4311
C 5.0775 -1.1411 0.8930
C 1.2071 -2.9014 2.9160
C 2.8736 3.9926 -2.3137
C 2.1605 -5.9517 0.6345
C -1.9626 1.8188 -6.7759
C 2.6100 3.3851 3.9448
C 0.5384 2.7784 -3.3336
C 3.8056 2.8112 -2.6424
C 0.7515 -6.0998 2.6273
C 0.6172 2.1685 3.4368
C -5.6270 -0.5953 -3.0681
C -4.0202 1.2076 -0.6376
C 4.7414 -1.6864 2.2899
C 2.2687 -1.9836 3.1321
C -4.5867 -0.4691 1.1554
C 0.6377 3.6674 5.3865
C 1.1053 -5.1800 1.4447
C -0.3972 -1.2248 3.8900
C -0.0974 -5.0169 0.4960
C 1.6710 -3.8466 1.9434
C -5.2781 -1.7287 -2.1094
C 0.1428 5.8060 -1.6275
C -5.2012 -3.0503 -2.8915
C -2.3793 -1.3171 -2.6165
C -3.6472 -0.1370 -0.0182
C -1.3263 3.8584 -1.1552
C 1.2921 3.0681 4.2575
C -2.2396 -0.0702 0.5896
C 3.5266 4.7956 -1.1798
C -1.2005 2.2852 -5.7008
C 3.3560 -2.3018 2.3090
C -2.7222 0.6685 -6.6440
C 4.8556 -0.5496 3.3044
C 3.1839 2.7997 2.8357
C 0.0754 -3.3195 5.1273
B -0.7606 0.7039 -2.3729
H -0.8986 -4.4219 0.9243
H 4.4474 -0.2775 0.6486
H 4.6139 4.8275 -1.3187
H -3.3211 -0.9550 -5.3826
H 1.6271 -6.2107 3.2725
H 3.0457 -6.1649 1.2380
H 2.4719 -5.3996 -0.2553
H -0.0591 -5.7124 3.2412
H -4.3739 0.2153 1.9840
H 3.6323 -3.9597 0.8911
H 3.1709 5.8265 -1.1488
H -1.3520 -1.0938 4.4103
H 2.2655 -1.1823 3.8602
H 2.4406 4.3047 -4.4347
H 4.9197 -1.9080 0.1316
H 0.2280 -4.5289 -0.4283
H 6.1234 -0.8173 0.8389
H 4.0721 2.2670 -1.7322
H 4.7140 -0.9254 4.3214
H -1.9367 2.3440 -7.7233
H 1.0987 6.3019 -1.4625
H -0.3759 5.1548 0.9966
H -2.8364 -1.8171 -3.4718
H 4.2081 3.0090 2.5607
H -7.3093 -2.2623 -1.5966
H -6.1367 -3.2098 -3.4408
H -2.2178 -3.0815 3.7275
H -4.4174 -1.4888 1.5112
H -1.3941 2.8284 -0.7967
H -6.1502 -2.5749 -0.2932
H 5.8443 -0.0812 3.2451
H 0.3722 -0.7198 4.4768
H -0.5675 3.1572 -5.8187
H 1.7326 -6.9028 0.3037
H 5.5669 -3.1741 3.6377
H -1.9954 -1.0197 1.0843
H -0.8254 -3.1555 5.7313
H 0.9225 -2.8480 5.6321
H 3.3365 2.1009 -3.3279
H -5.6404 -0.3640 0.9033
H 3.1616 4.0753 4.5694
H -1.5419 -1.9423 -2.3113
H -1.4599 0.1305 -0.1510
H -2.0213 4.4805 -0.5771
H -6.5888 -0.8133 -3.5503
H 1.3620 4.9828 0.7023
H -0.5109 -5.9949 0.2254
H 0.2713 -4.3936 5.0800
H 0.3709 3.5415 0.9739
H -5.0502 -3.8942 -2.2139
H 6.7965 -2.3196 2.6753
H -0.4654 -0.7287 2.9169
H -3.4305 1.4102 -1.5346
H 4.7289 3.1755 -3.1092
H -1.5577 -2.8617 2.1072
H -1.6550 3.8718 -2.1971
H 1.3492 2.4697 -4.0026
H 2.8372 1.4495 1.1920
H 0.4579 -7.0915 2.2663
H -5.7194 0.3629 -2.5596
H 4.0996 0.2133 3.1206
H 3.3275 4.3388 -0.2075
H -3.2800 0.2918 -7.4937
H -0.4085 1.8951 3.6647
H -0.6360 6.4294 -1.1716
H -4.8855 -0.4815 -3.8495
H -1.3247 -4.3894 2.9691
H -6.6776 -0.9182 -0.6467
H -3.8227 2.0083 0.0859
H 0.1446 3.7202 -3.7336
H 3.7256 5.3200 -3.7855
H -5.0811 1.2498 -0.8899
H 5.7783 -3.5679 1.9295
H -4.3875 -3.0586 -3.6194
H -0.0570 5.7676 -2.7002
H 2.0379 5.6905 -3.4129
H -2.2096 0.7236 1.3473
*
```

ΔE to the lowest compared entry with this formula, charge and spin: 45.8 kJ/mol
HOMO-LUMO gap: 4.7 eV
DFT total energy: -2783.86618 hartree
E_HOMO: -0.10711 Ha

Here are the Löwdin charges for atoms 1 to 2, given in e: atom 1 (Cs): 0.9369, atom 2 (P): 1.1431



Entry 3:
A 14-piece molecular cluster, C47H78O36 overall at a distorted geometry, computed with wB97M-V/def2-TZVPD.

Structure (ORCA input):
```
! wB97M-V def2-TZVPD RIJCOSX def2/J DEFGRID3
* xyz 0 1
O 3.9925 5.9190 12.4121
O -5.2961 -3.8347 20.3887
O 2.8584 5.3127 14.1903
O 1.9890 10.3888 18.1057
O -0.3468 -1.2821 10.7302
O -0.4109 2.7711 22.5583
O -8.8810 1.7443 24.9135
O -3.0123 4.9645 9.2469
O -4.1280 -2.9277 22.0456
O -2.3452 10.0214 24.5666
O -2.3857 2.4672 21.3950
O 1.9276 -4.1640 20.6675
O -0.3226 5.9538 27.0834
O 0.2021 -1.9668 12.6698
O 3.2452 -2.7816 21.7751
O 1.6410 -2.3666 10.9664
O -4.3821 9.4543 24.9688
O -0.9007 5.1102 9.7022
O 6.2455 4.5845 24.1119
O -0.8946 5.6123 29.1924
O 1.6473 -0.7444 28.2847
O 2.5934 -4.7305 22.8051
O -6.9780 -3.1079 28.7248
O -5.8170 -1.8215 20.9284
O -2.9905 10.3423 26.6493
O 2.7414 1.0772 28.5404
O 3.1575 3.8023 12.4600
O 1.1376 0.5450 29.9651
O -6.4382 -3.2396 30.8719
O -2.3413 4.9681 27.5922
O -7.9983 7.6160 16.1072
O -2.3748 5.4308 11.3974
O -5.4749 -1.7116 29.3637
O -7.8277 5.4742 16.2606
O -0.9995 4.0283 20.7505
O -7.4508 6.6894 18.1205
C -2.7958 9.5932 23.3158
C -1.0176 5.1354 8.2888
C -2.1366 5.1831 10.2259
C -3.2014 9.9140 25.4895
C -2.4015 4.5516 8.0280
C -7.8167 6.5895 16.9743
C -7.9533 2.7506 24.8253
C -1.2487 5.4415 27.9073
C 3.0614 -2.1316 20.5369
C 3.2288 0.5369 27.3356
C 2.3775 -0.7442 27.1599
C -4.2341 9.1805 23.6168
C -3.1107 2.9791 20.2817
C 0.7876 9.6350 18.4240
C 5.0192 4.4430 23.3386
C 1.6621 7.4896 27.4825
C -6.9196 -0.9137 18.9913
C 3.1321 6.7035 14.3704
C 0.4021 6.1586 29.2239
C 3.9279 7.1366 13.1435
C -4.5831 -0.8570 27.2104
C 0.7495 -2.3676 19.4888
C 2.5877 -3.9669 21.8131
C -2.7122 -1.1856 10.9267
C -5.2623 10.1252 22.7919
C -6.2982 -2.7485 29.7670
C -1.4124 3.9954 18.5327
C 4.7513 0.1894 27.3407
C -7.9612 5.7329 14.8726
C 3.2755 4.9025 12.9900
C 0.6422 -1.8388 11.4576
C 0.2856 4.4452 7.6865
C -6.7234 -2.2894 27.5612
C -5.1410 -2.9251 21.2939
C 1.8506 0.2409 29.0388
C -6.2366 -3.4423 19.3878
C -6.7625 -2.1602 19.9766
C -7.2187 7.9582 13.7567
C -1.0875 -1.3912 12.8754
C 2.0567 -2.9749 19.8180
C 3.3657 8.3347 12.3803
C -5.8291 -1.2108 28.1235
C -2.1001 4.0504 19.8669
C 0.8641 6.1823 27.8121
C -1.3225 -0.6798 11.5456
C -1.2104 3.0384 21.6168
C -8.1570 7.2002 14.7941
H -8.8148 5.2676 14.3796
H -5.7533 -3.2958 18.4219
H -2.1080 4.3273 17.7620
H -1.1507 -0.5906 13.6124
H 4.0588 -2.1971 20.1021
H -3.8105 -0.3485 27.7870
H 1.1020 8.3806 27.7658
H 0.9850 8.7220 18.9858
H -1.2238 0.3897 11.7315
H 2.8134 -1.6959 26.8559
H -1.8889 -2.1204 12.9936
H 6.9299 4.8333 23.4864
H 5.1038 -0.0485 26.3371
H -7.1329 0.0876 19.3654
H 0.1729 -3.1574 19.0072
H 2.1823 7.2382 14.3728
H -4.0513 3.4598 20.5504
H -3.3199 2.2183 19.5297
H -7.1286 -4.0636 19.3074
H -7.6686 -2.0112 27.0950
H -9.2291 7.3480 14.6643
H -2.6453 -2.2703 10.8427
H -4.8259 -0.3218 26.2923
H -0.5041 4.5717 18.3572
H -8.4932 3.6975 24.8350
H -5.2719 11.1112 23.2565
H -2.8439 -0.9554 9.8695
H 3.0814 9.0650 13.1379
H 4.0152 8.9124 11.7227
H -7.1811 7.5833 12.7338
H -3.9649 -1.6939 26.8858
H -6.4467 -0.3146 28.1822
H -3.6137 -0.9417 11.4889
H -6.0000 -0.8231 18.4130
H -4.3922 8.1321 23.3639
H -5.0661 10.0477 21.7225
H -9.2762 1.7244 25.7882
H 4.9199 7.3338 13.5500
H 1.5997 -0.5793 26.4142
H 4.9125 3.3815 23.1152
H -7.7973 -1.0392 18.3573
H 2.6944 -1.1073 20.6022
H 4.0933 4.7649 23.8153
H -6.1465 -2.8741 26.8447
H 0.4020 3.3851 7.9113
H -7.6347 -2.4467 20.5642
H -0.9412 6.1531 7.9061
H -7.3067 9.0440 13.7191
H 2.4636 8.2007 11.7833
H 0.6814 -1.6045 18.7135
H 0.2334 -1.9947 20.3735
H 0.0588 10.2811 18.9134
H -2.6060 10.4190 22.6301
H 0.1718 9.2977 17.5903
H 3.5976 6.6363 15.3537
H 3.0814 1.1373 26.4378
H 2.5113 -3.2831 18.8765
H -7.0165 5.5114 14.3759
H -2.2768 8.7007 22.9661
H -7.3412 2.8021 25.7257
H 1.2239 4.9329 7.9510
H 1.0547 5.4420 29.7226
H 5.0631 -0.5627 28.0655
H 5.3045 1.0695 27.6684
H 5.1473 4.9687 22.3924
H 1.6381 5.4729 27.5192
H 1.7281 11.2348 17.7345
H 1.8887 7.4632 26.4166
H -6.2279 7.8281 14.1920
H 0.3718 7.1527 29.6700
H -2.9015 5.0544 7.2002
H -7.3601 2.5606 23.9308
H -1.2232 2.9543 18.2711
H 2.5346 7.5641 28.1317
H -6.2875 9.8129 22.9911
H -2.6068 5.0079 19.9877
H -2.4207 3.4811 7.8237
H 0.3156 4.5958 6.6073
*
```

ΔE to the lowest compared entry with this formula, charge and spin: 1009.3 kJ/mol
HOMO-LUMO gap: 9.8 eV
DFT total energy: -4546.15393 hartree
E_HOMO: -0.37629 Ha

Here are the Löwdin charges for atoms 1 to 2, given in e: atom 1 (O): 0.0700, atom 2 (O): 0.1006



- What is the HOMO-LUMO gap in the second record?
  4.7 eV



- Among the records above, which one has the highest E_HOMO?
  C47H77BCsN4P2



- What is the formula in the second record?
  C47H77BCsN4P2